{"formula": "C45H34O29", "method": "ωB97M-V/def2-TZVPD", "spin_multiplicity": 1, "smiles": "O=C1C=C(O)C(=O)C=C1O.O=C1C=C(O)C(=O)C=C1O.O=C1C=C(O)C(=O)C=C1O.O=C1C=C(O)C(=O)C=C1O.O=C1C=C(O)C(=O)C=C1O.O=C1C=C(O)C(=O)C=C1O.O=C1C=C(O)C(=O)C=C1O.CC(C)=O", "e_lumo_ha": -0.1049, "species": ["O", "C", "C", "C", "O", "C", "O", "C", "C", "O", "H", "H", "H", "H", "O", "C", "C", "C", "O", "C", "O", "C", "C", "O", "H", "H", "H", "H", "O", "C", "C", "C", "O", "C", "O", "C", "C", "O", "H", "H", "H", "H", "O", "C", "C", "C", "O", "C", "O", "C", "C", "O", "H", "H", "H", "H", "O", "C", "C", "C", "O", "C", "O", "C", "C", "O", "H", "H", "H", "H", "O", "C", "C", "C", "O", "C", "O", "C", "C", "O", "H", "H", "H", "H", "O", "C", "C", "C", "O", "C", "O", "C", "C", "O", "H", "H", "H", "H", "C", "C", "C", "O", "H", "H", "H", "H", "H", "H"], "positions_angstrom": [[0.0596, -3.2749, -0.7543], [-0.3100, -3.6980, -1.8185], [0.0209, -3.0567, -3.1388], [-0.4091, -3.6850, -4.3891], [-0.3309, -2.9889, -5.5850], [-1.2458, -4.9660, -4.5414], [-1.5740, -5.5081, -5.5440], [-1.6636, -5.4318, -3.1963], [-1.2157, -4.8354, -1.8837], [-1.5778, -5.3461, -0.7080], [0.2073, -2.0587, -3.0777], [0.4674, -2.3843, -5.4714], [-2.2892, -6.2019, -3.2203], [-1.1613, -4.7369, -0.2178], [-1.5367, 5.8020, 2.2749], [-1.0602, 6.6463, 1.4619], [-0.5706, 7.9158, 1.8838], [-0.2741, 9.1141, 0.8600], [0.0336, 10.4329, 1.2314], [-0.5040, 8.7726, -0.6101], [-0.4341, 9.7789, -1.3762], [-0.9386, 7.5186, -0.9620], [-1.1479, 6.4488, 0.0033], [-1.7182, 5.2011, -0.2513], [-0.4725, 8.0632, 2.9705], [0.3069, 10.2812, 2.1591], [-1.3116, 7.3146, -1.9197], [-2.0142, 4.8601, 0.5426], [-3.6332, -2.0283, -4.7623], [-4.0384, -2.6825, -3.7399], [-3.6259, -2.1690, -2.4484], [-3.8913, -2.8882, -1.2160], [-3.1759, -2.5564, 0.0246], [-4.6630, -4.1696, -1.2579], [-4.9383, -4.6702, -0.2417], [-5.1436, -4.6333, -2.5351], [-4.7503, -3.8691, -3.8606], [-5.1704, -4.2582, -5.1391], [-3.0538, -1.2547, -2.5016], [-2.5691, -1.8902, -0.0864], [-5.6954, -5.6431, -2.5302], [-5.1267, -3.5963, -5.7248], [6.2070, -4.4803, 5.6528], [5.7024, -3.8323, 4.7154], [4.3022, -3.9922, 4.4794], [3.6939, -3.1325, 3.4237], [2.2803, -3.1096, 3.2626], [4.4480, -2.1131, 2.6326], [3.9037, -1.5466, 1.6256], [5.8110, -2.0270, 2.8767], [6.4641, -2.8177, 4.0449], [7.7111, -2.6724, 4.3956], [3.7202, -4.6410, 5.0797], [1.7692, -3.8077, 3.7421], [6.2587, -1.1624, 2.3509], [7.6910, -2.7569, 5.2570], [3.6471, 2.8315, 1.3267], [4.7678, 2.2468, 1.4034], [5.5331, 2.1656, 0.2014], [6.9003, 1.3580, 0.2824], [7.6029, 1.0418, -0.8615], [7.5165, 0.9818, 1.5991], [8.5821, 0.3454, 1.6134], [6.6560, 1.2719, 2.7102], [5.3049, 1.7506, 2.7044], [4.5494, 1.9674, 3.7305], [5.2064, 2.5883, -0.7577], [7.1414, 1.1917, -1.6668], [7.0383, 0.9172, 3.6295], [3.6935, 1.8708, 3.3748], [-2.2172, 1.3782, -2.6868], [-2.6790, 1.3998, -3.8037], [-4.1354, 1.6122, -3.9139], [-4.8050, 1.5808, -5.3498], [-6.1311, 1.7548, -5.5495], [-3.9736, 1.2589, -6.5796], [-4.4725, 1.2516, -7.6171], [-2.5404, 1.0921, -6.4101], [-1.8777, 1.1360, -5.0243], [-0.5537, 0.9814, -4.8646], [-4.7407, 1.7283, -3.1108], [-6.1168, 2.0328, -6.3842], [-1.9857, 1.1112, -7.1591], [-0.2135, 0.8955, -3.8980], [-1.7127, -0.3359, -0.0486], [-0.9550, 0.3092, 0.7500], [0.0643, -0.3735, 1.3339], [0.9809, 0.3369, 2.4619], [1.6423, -0.2620, 3.4460], [0.9119, 1.8133, 2.6816], [1.6576, 2.3808, 3.4149], [-0.1452, 2.4215, 2.1360], [-1.1056, 1.7140, 1.0842], [-2.1545, 2.4742, 0.5251], [0.2727, -1.5697, 1.4134], [1.9346, -1.1017, 3.3313], [-0.3932, 3.4534, 2.4040], [-2.4616, 1.5551, -0.0146], [-3.3131, -2.4452, 4.3785], [-1.9285, -2.0056, 4.7076], [-1.6942, -0.4557, 4.6493], [-0.9331, -2.7950, 4.8035], [-4.0707, -2.2151, 5.0606], [-3.4892, -3.5978, 4.3473], [-3.7594, -2.2242, 3.4555], [-0.6761, -0.0941, 4.9310], [-2.2164, -0.2475, 5.6206], [-1.9768, -0.0545, 3.9471]], "lowdin_charge": [0.1199, -0.3619, 0.0983, -0.1272, 0.0516, -0.3688, 0.1571, 0.1226, -0.1664, 0.1629, 0.0712, 0.1471, 0.0636, 0.0259, 0.0513, -0.3708, 0.0897, -0.0408, 0.0818, -0.3594, 0.0856, 0.0648, -0.0927, 0.0991, 0.1079, 0.1227, 0.1138, 0.0255, 0.0644, -0.3682, 0.0859, -0.0533, 0.0555, -0.4628, 0.1700, 0.1462, -0.1089, 0.1233, 0.1052, -0.0232, 0.1481, 0.0357, 0.1095, -0.3687, 0.0990, -0.0749, 0.0228, -0.3684, 0.0676, 0.1220, -0.1325, 0.2014, 0.1105, 0.1428, 0.1049, 0.0426, 0.0643, -0.3444, 0.0987, -0.0667, 0.0942, -0.3744, 0.1027, 0.0498, -0.2155, 0.1707, 0.1112, 0.0988, 0.1108, 0.0546, 0.0812, -0.3948, 0.1340, -0.0751, 0.1431, -0.4247, 0.1731, 0.1418, -0.1287, 0.0645, 0.0625, 0.0300, 0.0234, 0.1721, -0.0058, -0.4205, 0.0950, -0.0334, 0.1733, -0.4831, 0.1355, 0.1003, -0.0577, 0.0411, 0.1726, 0.0242, 0.1147, 0.1854, -0.0274, -0.3720, 0.0347, 0.0018, 0.0583, 0.1280, 0.0649, 0.1043, 0.1184, -0.0810]}

---

{"formula": "C45H34OP", "method": "ωB97M-V/def2-TZVPD", "spin_multiplicity": 1, "total_charge": 1, "e_lumo_ha": -0.2059, "species": ["C", "C", "C", "C", "P", "C", "C", "C", "C", "C", "C", "C", "C", "C", "C", "C", "C", "C", "C", "O", "C", "C", "C", "C", "C", "C", "C", "C", "H", "H", "H", "H", "H", "H", "H", "H", "H", "H", "H", "H", "H", "H", "H", "H", "H", "H", "H", "H", "H", "C", "C", "C", "C", "C", "C", "C", "C", "C", "C", "C", "C", "C", "C", "C", "C", "C", "C", "C", "H", "H", "H", "H", "H", "H", "H", "H", "H", "H", "H", "H", "H"], "positions_angstrom": [[0.2693, -1.6804, 3.8619], [-0.5809, -0.8279, 3.1530], [-0.1568, -0.2723, 1.9484], [1.1105, -0.5810, 1.4182], [1.6267, 0.1327, -0.1787], [3.2489, 0.9729, -0.0053], [3.7433, 1.7804, -1.0509], [4.9842, 2.4111, -0.9599], [5.7807, 2.2315, 0.1712], [5.2980, 1.4507, 1.2219], [4.0450, 0.8375, 1.1465], [1.9985, -1.2892, -1.2689], [2.9598, -1.2282, -2.2954], [3.2119, -2.3407, -3.1047], [2.5030, -3.5289, -2.9137], [1.5612, -3.6054, -1.8861], [1.3214, -2.5032, -1.0656], [0.1928, 1.0248, -0.6735], [0.1214, 2.4688, -0.6502], [-0.7502, 3.0452, -1.3341], [1.0975, 3.2694, 0.2016], [1.3791, 2.9406, 1.5311], [2.3294, 3.6563, 2.2688], [2.9944, 4.7352, 1.6762], [2.7043, 5.0784, 0.3497], [1.7447, 4.3701, -0.3735], [1.9407, -1.4791, 2.1096], [1.5300, -1.9985, 3.3419], [-0.0593, -2.1016, 4.8150], [-1.5783, -0.5915, 3.5266], [-0.8225, 0.3941, 1.3979], [3.1463, 1.9287, -1.9541], [5.3311, 3.0394, -1.7799], [6.7675, 2.6985, 0.2315], [5.9051, 1.3159, 2.1159], [3.6828, 0.2623, 1.9990], [3.5383, -0.3129, -2.4480], [3.9665, -2.2812, -3.8915], [2.6758, -4.3913, -3.5600], [0.9934, -4.5237, -1.7328], [0.6021, -2.5914, -0.2446], [-0.4785, 0.5570, -1.3840], [0.8654, 2.0970, 1.9919], [2.5352, 3.3849, 3.3058], [3.7086, 5.3299, 2.2579], [3.2133, 5.9201, -0.1218], [1.5189, 4.6461, -1.4050], [2.9054, -1.7624, 1.6826], [2.1996, -2.6611, 3.8923], [-2.9001, -0.4417, -0.3734], [-3.6888, 0.7495, -0.5484], [-3.9599, 1.5618, 0.5762], [-4.9385, 2.5448, 0.5320], [-5.6548, 2.7756, -0.6490], [-5.3469, 2.0438, -1.8034], [-4.3557, 1.0606, -1.7697], [-2.3100, -1.2077, -1.4409], [-2.1134, -2.5613, -0.9871], [-1.8195, -3.5750, -1.8773], [-1.5337, -3.2296, -3.1984], [-1.6297, -1.8962, -3.6346], [-2.0377, -0.8770, -2.7639], [-2.5702, -2.6430, 0.3885], [-3.1039, -1.3540, 0.7530], [-3.8836, -1.2683, 1.9061], [-4.0446, -2.4035, 2.7156], [-3.4502, -3.6332, 2.3835], [-2.7512, -3.7674, 1.1788], [-3.4264, 1.3636, 1.5051], [-5.1710, 3.1081, 1.4350], [-6.4369, 3.5306, -0.6820], [-5.8995, 2.2276, -2.7328], [-4.1662, 0.4578, -2.6624], [-1.8174, -4.6078, -1.5360], [-1.2188, -3.9952, -3.9028], [-1.4334, -1.6470, -4.6815], [-2.1898, 0.1467, -3.1150], [-4.4082, -0.3459, 2.1528], [-4.6660, -2.3341, 3.6089], [-3.5455, -4.4847, 3.0572], [-2.3537, -4.7260, 0.8319]], "lowdin_charge": [-0.0614, -0.0723, -0.0991, -0.3024, 1.0841, -0.2805, -0.0995, -0.0651, -0.0634, -0.0659, -0.0733, -0.2620, -0.0562, -0.0631, -0.0679, -0.0874, -0.0870, -0.1830, -0.4612, -0.0119, -0.1801, -0.0541, -0.0733, -0.0768, -0.0741, -0.0329, -0.0938, -0.0606, 0.1115, 0.1026, 0.0835, 0.1193, 0.1141, 0.1139, 0.1107, 0.0933, 0.0963, 0.1129, 0.1118, 0.1058, 0.1027, 0.0382, 0.0959, 0.1082, 0.1084, 0.1071, 0.1232, 0.1161, 0.1113, 0.0429, -0.1331, -0.0111, -0.0372, -0.0266, -0.0373, 0.0264, -0.1249, -0.1059, -0.0086, -0.0306, -0.0246, 0.0007, -0.0982, -0.1002, 0.0050, -0.0443, -0.0255, 0.0142, 0.1180, 0.1192, 0.1190, 0.1214, 0.1125, 0.1247, 0.1210, 0.1199, 0.1281, 0.1134, 0.1157, 0.1189, 0.1246]}

---

{"formula": "C45H35ClN7O7PbS", "method": "ωB97M-V/def2-TZVPD", "spin_multiplicity": 1, "total_charge": 3, "e_lumo_ha": -0.2961, "species": ["Pb", "C", "O", "C", "C", "C", "C", "C", "C", "C", "N", "C", "C", "N", "C", "C", "C", "C", "N", "C", "C", "N", "C", "C", "C", "C", "H", "H", "H", "H", "H", "H", "H", "H", "H", "H", "H", "H", "H", "H", "O", "C", "O", "C", "C", "Cl", "N", "N", "C", "C", "O", "O", "C", "C", "C", "C", "C", "C", "H", "H", "H", "H", "H", "H", "C", "C", "N", "O", "H", "H", "H", "H", "H", "O", "S", "C", "C", "C", "C", "C", "C", "C", "C", "C", "C", "C", "C", "H", "H", "H", "H", "H", "H", "H", "H", "H", "H"], "positions_angstrom": [[-1.0448, -0.7702, -0.1255], [-8.0960, -0.7891, 11.9478], [-6.7138, -1.0914, 11.7593], [-6.2074, -1.0430, 10.5261], [-4.8472, -1.3673, 10.4167], [-4.2304, -1.3377, 9.1915], [-4.9462, -0.9878, 8.0378], [-6.2969, -0.6655, 8.1560], [-6.9317, -0.6950, 9.3828], [-4.3186, -0.9415, 6.7323], [-4.8187, -0.3659, 5.6497], [-3.8996, -0.5733, 4.6765], [-2.8079, -1.2824, 5.1489], [-3.0958, -1.5143, 6.4687], [-1.7081, -1.6373, 4.3268], [-0.5702, -2.3587, 4.7424], [0.4352, -2.6339, 3.8516], [0.3038, -2.1993, 2.5308], [-0.7559, -1.5217, 2.1146], [-1.7581, -1.2205, 2.9785], [-2.8763, -0.4516, 2.4807], [-2.8580, -0.0419, 1.1850], [-3.8724, 0.6625, 0.7027], [-4.9795, 1.0120, 1.4774], [-5.0210, 0.6115, 2.7900], [-3.9532, -0.1338, 3.3192], [-8.2765, -0.8932, 13.0121], [-8.7236, -1.4925, 11.3987], [-8.3147, 0.2341, 11.6385], [-4.3068, -1.6289, 11.3156], [-3.1731, -1.5736, 9.1476], [-6.8542, -0.3960, 7.2692], [-7.9820, -0.4538, 9.4449], [-2.5509, -2.0295, 7.1390], [-0.4869, -2.6952, 5.7678], [1.3155, -3.1851, 4.1487], [1.0738, -2.4157, 1.7997], [-3.8084, 0.9661, -0.3359], [-5.7789, 1.5893, 1.0359], [-5.8526, 0.8575, 3.4381], [5.5425, 1.7116, 0.2130], [4.7316, 1.5538, 1.2505], [5.1400, 1.4448, 2.3665], [3.2348, 1.5133, 1.0270], [2.3540, 1.8445, 2.0498], [2.6573, 2.5467, 3.5475], [1.0979, 1.5842, 1.6086], [1.0884, 1.1063, 0.3748], [2.3704, 1.0791, -0.0096], [2.7479, 0.7887, -1.3914], [3.7893, 1.0245, -1.9070], [1.7286, 0.1340, -2.1350], [-0.1635, 1.9159, 2.2138], [-0.4545, 1.4778, 3.4974], [-1.6336, 1.9007, 4.0931], [-2.5073, 2.7333, 3.4050], [-2.2103, 3.1456, 2.1123], [-1.0279, 2.7420, 1.5087], [5.0679, 1.7706, -0.6276], [0.2399, 0.8456, 4.0342], [-1.8611, 1.5933, 5.1051], [-3.4143, 3.0742, 3.8851], [-2.8774, 3.8171, 1.5889], [-0.7521, 3.1019, 0.5259], [-3.5216, -4.0413, 0.6614], [-3.6147, -3.1077, -0.5055], [-4.7587, -3.0582, -1.1720], [-2.6331, -2.4197, -0.8731], [-4.4936, -4.2697, 1.0928], [-2.8710, -3.6125, 1.4217], [-3.0689, -4.9738, 0.3187], [-5.5417, -3.6376, -0.9159], [-4.8389, -2.4842, -1.9970], [-0.3814, 0.8700, -3.0793], [0.9632, 0.5792, -3.4725], [1.7331, 1.9413, -4.2316], [0.8268, 2.9198, -4.6536], [1.3049, 3.9830, -5.3992], [2.6513, 4.0534, -5.7268], [3.5390, 3.0669, -5.3082], [3.0915, 1.9938, -4.5631], [1.0429, -0.8522, -4.4607], [-0.0657, -1.6947, -4.4172], [-0.0637, -2.8218, -5.2199], [1.0166, -3.0851, -6.0523], [2.1128, -2.2319, -6.0841], [2.1344, -1.0990, -5.2908], [-0.2201, 2.8518, -4.3961], [0.6223, 4.7545, -5.7264], [3.0160, 4.8836, -6.3169], [4.5875, 3.1366, -5.5622], [3.7865, 1.2404, -4.2331], [-0.9097, -1.4692, -3.7813], [-0.9126, -3.4910, -5.2082], [1.0006, -3.9574, -6.6918], [2.9486, -2.4432, -6.7362], [2.9830, -0.4351, -5.3275]], "lowdin_charge": [1.5439, -0.0421, -0.0474, -0.2671, 0.0246, -0.0224, -0.1711, -0.0063, 0.0117, -0.2238, 0.2048, -0.1851, -0.1307, 0.2013, -0.0597, 0.0509, -0.0048, -0.1084, -0.0512, -0.1868, -0.1727, -0.0436, -0.1164, -0.0064, 0.0522, -0.0738, 0.1017, 0.1015, 0.1010, 0.1318, 0.1086, 0.1173, 0.1124, 0.1584, 0.1342, 0.1292, 0.1224, 0.1269, 0.1278, 0.1401, 0.1711, -0.4801, 0.1374, -0.0112, -0.5622, 0.9074, -0.0707, 0.0643, -0.1319, -0.3359, 0.1888, -0.1606, -0.2282, -0.0387, -0.0458, -0.0453, -0.0525, -0.0139, 0.0892, 0.1195, 0.1266, 0.1281, 0.1238, 0.1244, 0.0323, -0.5380, 0.2263, -0.2239, 0.0988, 0.0758, 0.1131, 0.1363, 0.1372, -0.3005, 0.9682, -0.2901, -0.0299, -0.0217, -0.0040, -0.0160, -0.0595, -0.2863, -0.0420, -0.0312, -0.0123, -0.0191, -0.0217, 0.1196, 0.1289, 0.1315, 0.1312, 0.1081, 0.1092, 0.1235, 0.1297, 0.1302, 0.1098]}

---

HOMO (eV)
-8.991, -9.821, -13.323
Gap between HOMO and LUMO (eV)
6.136, 4.217, 5.266
Energy above the lowest of the compared OMol25 structures with the same formula, charge and spin (kcal per mole)
15.7, 5.4, 0.0